A.
DFT (ωB97M-V with the def2-TZVPD basis set) results for a gas-phase ion, C6H13N (charge +1).

XYZ file:
```
20
Properties=species:S:1:pos:R:3:nbo_charge:R:1
C 0.235 -0.736 0.926 -0.2763
N 0.255 0.521 0.125 0.0526
C -0.668 1.630 0.228 -0.2676
C -1.887 1.317 1.058 -0.6226
C 0.729 0.178 -1.227 -0.2730
C 0.513 -1.326 -1.304 -0.4115
C 1.109 -1.696 0.028 -0.3962
H 0.758 -0.698 1.880 0.2679
H -0.787 -1.112 0.959 0.2524
H -0.992 1.900 -0.787 0.2392
H -0.084 2.483 0.607 0.2696
H -2.603 2.115 1.234 0.2669
H -1.555 0.965 2.038 0.2255
H -2.409 0.503 0.523 0.2177
H 1.765 0.526 -1.346 0.2641
H 0.221 0.705 -2.044 0.2474
H 0.892 -1.687 -2.246 0.2587
H -0.551 -1.594 -1.253 0.2177
H 2.113 -1.320 0.198 0.2160
H 1.036 -2.705 0.401 0.2513
```

Multiplicity: 2
LUMO level (alpha / beta): -2.67 / -7.01 eV
Charge: +1
HOMO level (alpha / beta): -15.6 / -16.4 eV
⟨S²⟩: 0.7543

B.
DFT (ωB97M-V with the def2-TZVPD basis set) results for a gas-phase ion, C6H13N (charge +1).

XYZ file:
```
20
Properties=species:S:1:pos:R:3:nbo_charge:R:1
C -0.361 0.528 1.756 -0.1738
C 0.641 0.610 0.574 -0.4957
C 0.469 -0.383 -0.544 0.2859
C 0.038 0.054 -1.812 0.0467
C -1.043 -0.581 -2.674 -0.6791
C 0.794 -1.836 -0.289 -0.7088
N -0.269 1.606 2.653 -0.8427
H -0.086 -0.440 2.257 0.1966
H -1.267 0.543 1.250 0.1698
H 0.348 1.665 0.198 0.2474
H 1.621 0.355 1.014 0.2737
H 0.544 0.925 -2.337 0.2586
H -1.244 -1.486 -2.267 0.2321
H -0.809 -0.469 -3.806 0.2827
H -1.966 0.033 -2.580 0.2869
H 1.879 -1.730 0.007 0.2908
H 0.591 -2.562 -1.146 0.2678
H 0.413 -2.153 0.689 0.2762
H -0.848 2.362 2.313 0.3724
H -0.526 1.366 3.759 0.4125
```

Multiplicity: 2
LUMO level (alpha / beta): -4.88 / -7.00 eV
Charge: +1
HOMO level (alpha / beta): -13.0 / -13.0 eV
⟨S²⟩: 0.7541

Decreasing stability: A, B